1.
This record from the OMol25 dataset describes the molecule C3H5F in a non-equilibrium geometry. The level of theory is ωB97M-V/def2-TZVPD.

Its net charge is 0. Its multiplicity is 1. The value obtained for the calculated total energy is -5905.96825 eV. The molar mass is 60.1 g mol⁻¹. As for the energy above the lowest of the compared OMol25 structures with the same formula, charge and spin: 61.4 kcal per mole. The calculation puts the frontier orbital gap at 0.3277 Eh.

Last column: Löwdin charge in e.
Element x y z (Å)
1 C 0.407 0.589 0.572  0.021
2 C 0.250 -0.363 -0.690  -0.240
3 C -1.204 -0.084 -0.554  -0.132
4 F -1.743 1.049 -1.122  -0.036
5 H 0.109 0.181 1.453  -0.014
6 H 0.681 1.717 0.481  0.094
7 H 0.668 -0.145 -1.687  0.112
8 H 0.365 -1.408 -0.471  0.087
9 H -1.800 -0.648 0.150  0.109


2.
This record from the OMol25 dataset describes a structure of composition C36H90F4K3N2O32P6S4 in a non-equilibrium geometry. The level of theory is ωB97M-V/def2-TZVPD.

Its net charge is +1. Its multiplicity is 1. The value obtained for the calculated total energy is -266211.73644 eV. The molar mass is 1570.5 g mol⁻¹. As for the energy above the lowest of the compared OMol25 structures with the same formula, charge and spin: 298.9 kcal per mole. The calculation puts the frontier orbital gap at 0.2433 Eh.

Last column: Löwdin charge in e.
Element x y z (Å)
1 K 6.759 0.930 -2.990  0.922
2 K 1.856 -2.130 -4.215  0.910
3 K -0.704 -4.323 -0.961  0.927
4 N 0.589 -0.634 -0.641  -0.317
5 S 1.868 0.145 0.290  0.621
6 O 1.422 0.741 1.545  -0.272
7 O 2.965 0.746 -0.408  -0.277
8 F 2.410 -1.271 0.925  -0.231
9 S -0.423 0.460 -0.510  0.422
10 O -0.045 1.812 -0.777  -0.271
11 O -1.454 0.215 0.531  -0.317
12 F -1.347 -0.032 -1.808  -0.271
13 N 5.879 -2.709 -3.891  -0.299
14 S 6.349 -3.703 -2.591  0.605
15 O 6.997 -2.977 -1.505  -0.283
16 O 6.699 -5.091 -2.879  -0.262
17 F 4.833 -3.980 -1.983  -0.258
18 S 6.971 -3.218 -4.774  0.409
19 O 6.487 -4.117 -5.769  -0.264
20 O 8.399 -3.297 -4.467  -0.270
21 F 7.033 -1.747 -5.574  -0.286
22 C 0.332 -2.412 5.875  -0.052
23 C -0.510 -3.004 4.739  -0.269
24 O -1.912 -2.768 4.812  -0.187
25 P -2.997 -3.804 4.314  0.419
26 O -2.679 -4.179 2.958  -0.234
27 O -2.846 -4.944 5.478  -0.167
28 C -3.665 -6.072 5.567  -0.239
29 C -5.049 -6.063 4.703  -0.067
30 O -4.427 -3.066 4.511  -0.204
31 C -4.722 -1.839 3.855  -0.232
32 C -4.140 -0.746 4.754  -0.070
33 H 0.117 -3.207 6.590  0.072
34 H 1.398 -2.354 5.656  0.082
35 H -0.090 -1.513 6.325  0.082
36 H -0.258 -2.403 3.865  0.113
37 H -0.310 -4.064 4.585  0.117
38 H -3.063 -6.785 5.003  0.106
39 H -3.935 -6.513 6.526  0.116
40 H -5.635 -6.980 4.632  0.070
41 H -5.709 -5.316 5.144  0.062
42 H -4.834 -5.822 3.662  0.052
43 H -4.372 -1.996 2.834  0.111
44 H -5.793 -1.689 3.716  0.118
45 H -3.928 -1.116 5.757  0.082
46 H -3.320 -0.090 4.462  0.078
47 H -4.855 0.054 4.947  0.069
48 C 7.188 8.017 2.063  -0.053
49 C 7.422 6.655 1.373  -0.256
50 O 8.062 5.788 2.314  -0.206
51 P 8.750 4.370 1.976  0.482
52 O 8.369 3.909 0.613  -0.265
53 O 8.364 3.442 3.196  -0.200
54 C 7.282 2.568 3.311  -0.254
55 C 6.392 3.284 4.389  -0.036
56 O 10.357 4.752 2.162  -0.200
57 C 10.937 5.057 3.434  -0.254
58 C 12.361 4.480 3.309  -0.070
59 H 7.305 8.892 1.423  0.071
60 H 6.122 8.050 2.291  0.069
61 H 7.803 8.228 2.937  0.078
62 H 6.522 6.335 0.847  0.109
63 H 8.061 6.474 0.509  0.102
64 H 6.873 2.279 2.343  0.108
65 H 7.629 1.553 3.505  0.114
66 H 5.684 2.581 4.827  0.071
67 H 6.930 3.738 5.221  0.079
68 H 5.929 4.094 3.825  0.073
69 H 11.089 6.121 3.617  0.117
70 H 10.298 4.593 4.185  0.107
71 H 13.002 5.268 2.913  0.072
72 H 12.820 4.309 4.283  0.073
73 H 12.465 3.585 2.694  0.079
74 C -6.473 4.819 0.107  -0.073
75 C -5.905 4.487 1.455  -0.318
76 O -5.232 5.676 1.622  -0.212
77 P -4.634 6.258 3.022  0.468
78 O -5.117 5.712 4.272  -0.213
79 O -4.787 7.828 2.900  -0.164
80 C -5.935 8.502 3.288  -0.294
81 C -6.502 9.418 2.124  -0.039
82 O -2.982 6.084 2.913  -0.226
83 C -2.329 5.139 2.066  -0.218
84 C -0.769 5.521 2.304  -0.046
85 H -6.829 5.844 0.214  0.086
86 H -5.711 4.599 -0.640  0.085
87 H -7.316 4.130 0.070  0.077
88 H -6.724 4.404 2.169  0.121
89 H -5.380 3.532 1.435  0.126
90 H -6.685 7.893 3.793  0.111
91 H -5.703 9.096 4.172  0.115
92 H -6.835 8.720 1.356  0.066
93 H -7.355 10.015 2.445  0.069
94 H -5.708 10.146 1.953  0.074
95 H -2.603 4.208 2.562  0.113
96 H -2.629 5.254 1.024  0.110
97 H -0.131 4.730 1.909  0.057
98 H -0.496 6.422 1.755  0.061
99 H -0.478 5.749 3.329  0.069
100 C 2.525 6.165 -5.959  -0.065
101 C 2.367 5.301 -7.234  -0.298
102 O 2.158 3.976 -6.999  -0.165
103 P 0.669 3.481 -6.623  0.494
104 O 0.721 2.075 -6.160  -0.253
105 O 0.019 4.539 -5.643  -0.154
106 C -1.270 4.909 -5.977  -0.347
107 C -1.886 5.229 -4.725  -0.076
108 O -0.210 3.694 -8.011  -0.197
109 C -0.107 2.739 -8.988  -0.331
110 C -1.115 2.974 -10.090  -0.065
111 H 3.102 5.787 -5.116  0.075
112 H 3.147 7.052 -6.077  0.074
113 H 1.584 6.443 -5.483  0.062
114 H 1.599 5.692 -7.901  0.122
115 H 3.335 5.307 -7.735  0.123
116 H -1.261 5.686 -6.741  0.139
117 H -1.794 4.060 -6.416  0.123
118 H -2.892 5.604 -4.911  0.094
119 H -1.938 4.417 -4.000  0.098
120 H -1.374 6.073 -4.262  0.091
121 H 0.813 2.877 -9.556  0.119
122 H -0.104 1.706 -8.640  0.115
123 H -1.342 2.020 -10.566  0.079
124 H -2.070 3.423 -9.815  0.079
125 H -0.675 3.664 -10.811  0.077
126 C -6.921 -2.559 -2.103  -0.053
127 C -7.750 -1.359 -2.710  -0.238
128 O -8.722 -1.811 -3.710  -0.207
129 P -9.380 -0.670 -4.701  0.509
130 O -10.446 -1.277 -5.523  -0.224
131 O -9.703 0.646 -3.768  -0.177
132 C -11.068 0.859 -3.470  -0.298
133 C -11.291 0.747 -1.964  -0.062
134 O -8.035 -0.166 -5.434  -0.209
135 C -7.262 -0.998 -6.225  -0.295
136 C -6.417 -0.064 -7.118  -0.064
137 H -6.737 -3.286 -2.895  0.067
138 H -5.931 -2.135 -1.935  0.064
139 H -7.483 -3.029 -1.296  0.073
140 H -8.304 -0.771 -1.977  0.102
141 H -7.006 -0.725 -3.191  0.099
142 H -11.467 1.717 -4.011  0.129
143 H -11.699 0.037 -3.807  0.097
144 H -12.334 0.587 -1.690  0.081
145 H -10.685 0.032 -1.407  0.075
146 H -10.987 1.765 -1.719  0.073
147 H -6.526 -1.520 -5.614  0.111
148 H -7.937 -1.608 -6.826  0.126
149 H -5.736 0.538 -6.518  0.076
150 H -5.994 -0.502 -8.022  0.075
151 H -7.169 0.607 -7.533  0.075
152 C 2.884 -12.783 4.151  -0.066
153 C 3.372 -11.587 5.019  -0.243
154 O 3.590 -10.320 4.308  -0.234
155 P 4.900 -10.201 3.233  0.467
156 O 6.085 -10.876 3.800  -0.238
157 O 5.119 -8.607 2.947  -0.176
158 C 5.151 -7.779 4.062  -0.323
159 C 5.550 -6.412 3.618  -0.082
160 O 4.321 -10.762 1.897  -0.213
161 C 5.152 -11.087 0.726  -0.180
162 C 5.152 -12.650 0.494  -0.050
163 H 3.773 -13.232 3.706  0.067
164 H 2.678 -13.569 4.877  0.071
165 H 1.987 -12.552 3.576  0.083
166 H 2.567 -11.345 5.712  0.107
167 H 4.280 -11.711 5.609  0.111
168 H 4.183 -7.799 4.563  0.118
169 H 5.896 -8.160 4.762  0.123
170 H 4.865 -5.976 2.891  0.069
171 H 5.659 -5.695 4.432  0.081
172 H 6.416 -6.259 2.974  0.080
173 H 4.691 -10.552 -0.105  0.109
174 H 6.081 -10.593 1.011  0.109
175 H 5.434 -12.896 -0.530  0.068
176 H 5.849 -13.048 1.232  0.073
177 H 4.244 -13.234 0.644  0.071


3.
This record from the OMol25 dataset describes a structure of composition C6H8AgLiO6 in a non-equilibrium geometry. The level of theory is ωB97M-V/def2-TZVPD.

Its net charge is 0. Its multiplicity is 1. The value obtained for the calculated total energy is -22839.65025 eV. The molar mass is 290.9 g mol⁻¹. As for the energy above the lowest of the compared OMol25 structures with the same formula, charge and spin: 0.0 kcal per mole. The calculation puts the frontier orbital gap at 0.2330 Eh.

Last column: Löwdin charge in e.
Element x y z (Å)
1 O -0.476 -1.682 -0.065  -0.013
2 C 0.734 -1.794 0.498  -0.565
3 C -0.844 -2.938 -0.678  -0.075
4 O 1.236 -0.926 1.179  0.075
5 O 1.156 -3.045 0.488  0.096
6 C 0.119 -3.915 -0.009  -0.075
7 H -0.683 -2.864 -1.759  0.143
8 H -1.897 -3.125 -0.460  0.137
9 H 0.574 -4.624 -0.706  0.138
10 H -0.324 -4.438 0.846  0.138
11 Ag -1.564 0.603 -0.084  0.786
12 O -0.212 1.131 -1.899  -0.203
13 O 1.215 2.314 -0.631  -0.251
14 C 0.206 3.299 -0.343  -0.234
15 C -0.247 3.142 1.113  -0.405
16 O -0.505 1.817 1.425  -0.462
17 C 0.946 1.193 -1.485  -0.330
18 H 0.647 4.291 -0.523  0.120
19 H -0.642 3.160 -1.028  0.097
20 H -1.127 3.806 1.252  0.108
21 H 0.551 3.573 1.763  0.107
22 Li 1.137 1.021 1.104  0.668


4.
This record from the OMol25 dataset describes a cluster of 2 separate species, C4H10SSi in total in a non-equilibrium geometry. The level of theory is ωB97M-V/def2-TZVPD.

Its net charge is 0. Its multiplicity is 1. The value obtained for the calculated total energy is -23019.79128 eV. The molar mass is 118.3 g mol⁻¹. As for the energy above the lowest of the compared OMol25 structures with the same formula, charge and spin: 80.6 kcal per mole. The calculation puts the frontier orbital gap at 0.2790 Eh.

Last column: Löwdin charge in e.
Element x y z (Å)
1 C 1.333 -1.049 0.769  -0.875
2 C 0.491 1.899 0.383  -0.185
3 C 0.180 -0.414 -1.864  -0.209
4 C -1.714 -0.534 0.653  -0.198
5 Si -0.015 0.022 0.060  0.459
6 S 2.809 -1.385 0.391  0.665
7 H 0.651 -1.691 2.268  0.135
8 H 0.027 2.738 -0.133  0.015
9 H 0.239 1.925 1.445  0.007
10 H 1.542 2.300 0.250  0.047
11 H -0.729 -0.214 -2.585  0.062
12 H 1.019 0.127 -2.234  -0.011
13 H 0.391 -1.512 -1.826  0.018
14 H -2.074 -1.411 0.081  0.044
15 H -1.777 -1.078 1.623  0.028
16 H -2.372 0.275 0.719  -0.002


5.
This record from the OMol25 dataset describes a cluster of 2 separate species, C8H6F3NO2 in total. The level of theory is ωB97M-V/def2-TZVPD.

Its net charge is 0. Its multiplicity is 1. The value obtained for the calculated total energy is -22124.34793 eV. The molar mass is 205.1 g mol⁻¹. As for the energy above the lowest of the compared OMol25 structures with the same formula, charge and spin: 127.2 kcal per mole. The calculation puts the frontier orbital gap (spin up / spin down) at 0.2851 / 0.3000 Eh.

Last column: Löwdin charge in e.
Element x y z (Å)
1 C 0.128 0.083 2.899  -0.062
2 C -0.459 -1.021 2.293  -0.062
3 C 0.603 1.124 2.115  -0.063
4 C -0.562 -1.093 0.922  -0.014
5 C 0.517 1.065 0.741  -0.006
6 C -0.072 -0.051 0.111  -0.163
7 C -0.168 -0.112 -1.322  -0.019
8 C 0.655 0.807 -2.191  -0.617
9 N -1.341 -0.645 -1.969  -0.358
10 O -1.703 -0.059 -2.967  0.117
11 O -1.909 -1.592 -1.477  0.074
12 F 0.765 0.377 -3.446  0.146
13 F 1.914 0.912 -1.728  0.134
14 F 0.173 2.062 -2.239  0.153
15 H 0.217 0.127 3.973  0.107
16 H -0.821 -1.838 2.899  0.109
17 H 1.044 1.993 2.579  0.109
18 H -0.993 -1.967 0.461  0.105
19 H 0.867 1.901 0.159  0.113
20 H 1.143 -2.075 -1.814  0.197


6.
This record from the OMol25 dataset describes the molecule C3HN3O in a non-equilibrium geometry. The level of theory is ωB97M-V/def2-TZVPD.

The SMILES is N#Cc1ncno1. Its net charge is 0. Its multiplicity is 1. The value obtained for the calculated total energy is -9641.55371 eV. The molar mass is 95.1 g mol⁻¹. As for the energy above the lowest of the compared OMol25 structures with the same formula, charge and spin: 29.1 kcal per mole. The calculation puts the frontier orbital gap at 0.3763 Eh.

Last column: Löwdin charge in e.
Element x y z (Å)
1 C -1.640 -0.870 0.567  -0.121
2 C -0.614 -0.103 0.063  -0.351
3 C 1.397 0.220 -0.412  -0.235
4 H 2.593 0.018 -0.303  0.182
5 N -2.691 -1.195 0.778  0.227
6 N 0.515 -0.722 -0.325  0.130
7 N 0.897 1.460 -0.350  0.122
8 O -0.456 1.192 -0.019  0.046